(1)
ORCA calculation (ωB97M-V/def2-TZVPD) on a molecular structure, C42H43AsNO3OsP2S.

Values from the calculation:
HOMO-LUMO gap (spin up / spin down) in Eh: 0.305 / 0.239
LUMO (spin up / spin down) in eV: -7.72 / -10.15
Spin multiplicity: 5
Total charge: +3
E_HOMO (spin up / spin down) in eV: -16.02 / -16.66
Energy relative to the best compared isomer or geometry (same formula, charge and spin) in kcal per mole: 8.7

Each line ends with the Löwdin spin population.
Atoms and positions in Å:
Os (0.302, 0.241, -0.519)  2.08
O (-2.850, -0.079, -0.287)  0.04
S (-1.673, -0.952, -0.376)  0.02
C (-1.815, -2.045, -1.750)  0.00
C (-3.015, -2.705, -1.979)  0.00
C (-3.088, -3.582, -3.049)  0.00
C (-1.982, -3.788, -3.870)  0.00
C (-0.801, -3.092, -3.651)  0.00
C (-0.711, -2.200, -2.588)  0.01
P (0.767, -1.190, -2.336)  0.11
C (1.239, -0.402, -3.865)  0.03
C (2.009, -1.077, -4.816)  0.01
C (2.341, -0.439, -6.001)  0.00
C (1.914, 0.864, -6.236)  0.00
C (1.139, 1.533, -5.297)  0.00
C (0.800, 0.906, -4.106)  0.01
C (2.077, -2.266, -1.740)  0.03
C (3.420, -2.021, -2.041)  0.01
C (4.408, -2.802, -1.451)  0.00
C (4.061, -3.809, -0.557)  0.02
C (2.727, -4.043, -0.244)  0.00
C (1.734, -3.272, -0.828)  0.02
C (-1.559, -1.976, 1.063)  0.01
C (-2.324, -3.128, 1.205)  0.00
C (-2.314, -3.783, 2.425)  0.00
C (-1.546, -3.296, 3.479)  0.01
C (-0.771, -2.155, 3.317)  0.00
C (-0.773, -1.479, 2.103)  0.02
P (0.221, 0.026, 1.882)  0.10
C (-0.578, 1.308, 2.861)  0.03
C (-1.885, 1.143, 3.316)  0.02
C (-2.474, 2.131, 4.095)  0.00
C (-1.767, 3.285, 4.405)  0.01
C (-0.469, 3.459, 3.935)  0.00
C (0.124, 2.476, 3.162)  0.01
C (1.832, -0.324, 2.608)  0.01
C (2.109, -0.038, 3.946)  0.00
C (3.356, -0.347, 4.472)  0.00
C (4.326, -0.941, 3.674)  0.00
C (4.050, -1.244, 2.346)  0.00
C (2.809, -0.932, 1.813)  0.01
H (-3.885, -2.519, -1.358)  0.00
H (-4.015, -4.105, -3.247)  0.00
H (-2.051, -4.479, -4.702)  0.00
H (0.039, -3.230, -4.321)  0.00
H (2.347, -2.093, -4.641)  0.00
H (2.930, -0.960, -6.745)  0.00
H (2.189, 1.360, -7.160)  0.00
H (0.791, 2.539, -5.497)  0.00
H (0.178, 1.422, -3.381)  0.00
H (3.698, -1.240, -2.742)  0.00
H (5.449, -2.634, -1.704)  0.00
H (4.835, -4.423, -0.111)  0.00
H (2.462, -4.836, 0.447)  0.00
H (0.692, -3.471, -0.594)  0.00
H (-2.912, -3.523, 0.386)  0.00
H (-2.905, -4.682, 2.554)  0.00
H (-1.547, -3.811, 4.431)  0.00
H (-0.157, -1.796, 4.134)  0.00
H (-2.442, 0.243, 3.083)  0.00
H (-3.476, 1.986, 4.480)  0.00
H (-2.224, 4.049, 5.024)  0.00
H (0.083, 4.359, 4.181)  0.00
H (1.145, 2.611, 2.823)  0.00
H (1.362, 0.426, 4.579)  0.00
H (3.572, -0.120, 5.508)  0.00
H (5.299, -1.171, 4.089)  0.00
H (4.801, -1.727, 1.732)  0.00
H (2.590, -1.200, 0.784)  0.01
N (2.226, 1.243, -0.707)  0.03
C (2.310, 2.620, -0.102)  0.01
C (1.269, 3.547, -0.714)  0.01
C (-0.126, 3.076, -0.393)  0.04
O (-0.777, 3.606, 0.490)  0.14
O (-0.565, 2.031, -1.102)  0.28
H (2.977, 0.674, -0.323)  0.01
H (2.418, 1.325, -1.703)  0.00
H (3.305, 3.022, -0.273)  0.00
H (2.171, 2.520, 0.972)  0.00
H (1.399, 3.577, -1.800)  0.00
H (1.399, 4.548, -0.315)  0.00
C (-3.389, 4.798, 1.152)  0.06
As (-3.311, 2.978, 0.549)  0.52
C (-3.758, 3.039, -1.321)  0.08
C (-4.790, 2.083, 1.441)  0.11
H (-4.441, 5.076, 1.211)  0.01
H (-2.867, 5.432, 0.440)  0.00
H (-2.923, 4.892, 2.130)  0.00
H (-4.669, 3.636, -1.392)  0.02
H (-3.928, 2.032, -1.695)  0.00
H (-2.957, 3.519, -1.878)  0.00
H (-5.184, 2.767, 2.190)  0.01
H (-4.465, 1.156, 1.908)  0.00
H (-5.541, 1.862, 0.681)  0.01

***

(2)
ORCA calculation (ωB97M-V/def2-TZVPD) on a molecular structure, C42H43ClP2Re.

Values from the calculation:
HOMO-LUMO gap (spin up / spin down) in Eh: 0.224 / 0.215
LUMO (spin up / spin down) in eV: -6.65 / -7.55
Spin multiplicity: 4
Total charge: +2
E_HOMO (spin up / spin down) in eV: -12.73 / -13.39
Energy relative to the best compared isomer or geometry (same formula, charge and spin) in kcal per mole: 0.0

Each line ends with the Löwdin spin population.
Atoms and positions in Å:
Re (-1.440, 1.336, 2.543)  1.12
C (-0.997, 3.342, 3.349)  0.19
C (-0.248, 3.064, 2.168)  0.04
C (1.237, 2.728, 2.235)  0.01
C (1.501, 1.209, 2.225)  0.01
C (0.382, 0.415, 2.865)  0.05
C (-0.169, 0.816, 4.146)  0.09
C (0.402, 1.982, 4.959)  0.03
C (-0.404, 3.266, 4.736)  0.05
C (-2.236, 0.211, 1.036)  0.13
H (-1.757, 4.120, 3.223)  0.01
H (-0.585, 3.633, 1.296)  0.01
H (1.708, 3.205, 3.113)  0.00
H (1.705, 3.160, 1.339)  0.00
H (1.631, 0.876, 1.185)  0.00
H (2.448, 0.967, 2.732)  0.00
H (0.379, -0.658, 2.649)  0.01
H (-0.591, 0.011, 4.761)  0.01
H (1.475, 2.155, 4.785)  0.00
H (0.333, 1.713, 6.020)  0.00
H (-1.213, 3.301, 5.479)  0.00
H (0.194, 4.172, 4.929)  0.02
H (-3.308, 0.436, 1.017)  0.01
H (-2.108, -0.833, 1.356)  0.01
H (-1.852, 0.314, 0.025)  0.02
P (0.700, -0.608, -3.528)  0.28
P (0.977, -2.758, -1.970)  0.32
C (2.399, -0.751, -2.928)  0.01
C (2.554, -1.888, -2.192)  0.01
C (0.915, -0.289, -5.327)  0.05
C (2.174, 0.007, -5.873)  0.02
C (2.260, 0.569, -7.150)  0.00
C (1.108, 0.712, -7.931)  0.01
C (-0.129, 0.248, -7.456)  0.00
C (-0.229, -0.265, -6.161)  0.01
C (0.198, 0.997, -2.860)  0.04
C (-0.226, 0.979, -1.523)  0.01
C (-0.497, 2.178, -0.882)  0.01
C (-0.279, 3.398, -1.524)  0.01
C (0.098, 3.413, -2.871)  0.00
C (0.325, 2.211, -3.547)  0.01
C (1.302, -4.223, -3.077)  0.03
C (1.417, -4.017, -4.467)  0.01
C (1.956, -5.012, -5.282)  0.00
C (2.320, -6.249, -4.738)  0.02
C (2.102, -6.497, -3.377)  0.00
C (1.575, -5.496, -2.552)  0.02
C (1.105, -3.449, -0.294)  0.07
C (0.028, -4.219, 0.189)  0.02
C (0.131, -4.853, 1.424)  0.00
C (1.294, -4.721, 2.192)  0.02
C (2.355, -3.947, 1.717)  0.00
C (2.257, -3.289, 0.487)  0.02
H (3.152, 0.018, -3.115)  0.00
H (3.494, -2.286, -1.805)  0.00
H (3.081, -0.165, -5.294)  0.00
H (3.230, 0.902, -7.524)  0.00
H (1.172, 1.179, -8.915)  0.00
H (-1.017, 0.306, -8.093)  0.00
H (-1.186, -0.631, -5.775)  0.00
H (-0.336, 0.025, -1.004)  0.00
H (-0.899, 2.150, 0.139)  0.01
H (-0.406, 4.323, -0.959)  0.00
H (0.215, 4.361, -3.396)  0.00
H (0.621, 2.204, -4.596)  0.00
H (1.107, -3.071, -4.912)  0.00
H (2.092, -4.826, -6.347)  0.00
H (2.755, -7.025, -5.370)  0.00
H (2.339, -7.473, -2.947)  0.00
H (1.395, -5.705, -1.495)  0.00
H (-0.874, -4.326, -0.412)  0.00
H (-0.696, -5.459, 1.788)  0.00
H (1.376, -5.225, 3.158)  0.00
H (3.270, -3.852, 2.304)  0.00
H (3.080, -2.668, 0.135)  0.00
Cl (-3.216, 0.514, 6.620)  0.01
C (-3.663, 2.029, 5.942)  0.02
C (-4.053, 3.073, 6.787)  0.00
C (-4.142, 4.381, 6.287)  0.03
C (-4.004, 4.601, 4.913)  0.00
C (-3.873, 3.513, 4.057)  0.02
C (-3.627, 2.221, 4.544)  0.03
C (-3.300, 1.132, 3.562)  0.02
H (-4.234, 2.857, 7.837)  0.00
H (-4.336, 5.221, 6.959)  0.00
H (-3.989, 5.620, 4.514)  0.00
H (-3.856, 3.672, 2.976)  0.00
H (-4.031, 1.146, 2.734)  0.00
H (-3.319, 0.141, 4.031)  0.00